--- w ---
This record from OMol25 describes an isolated molecule of C4H7OP. The level of theory is the ωB97M-V functional and the def2-TZVPD basis.

- gap between HOMO and LUMO (eV) = 9.4
- SMILES string = C=CC(=O)PC
- E_LUMO (eV) = 0.325
- HOMO (eV) = -9.025

Last column: Löwdin charge in e.
Positions of all 13 atoms, in Å:
C  2.3026  0.7289  0.3296  0.019
C  1.0436  0.4421  0.6048  -0.145
C  0.4994  -0.9653  0.0125  -0.632
O  1.1802  -1.7583  -0.5663  0.020
P  -1.2672  -1.1559  0.5296  0.887
C  -1.9409  0.3119  -0.3885  -0.351
H  2.8069  1.6224  0.6548  0.058
H  2.8823  0.0318  -0.2558  0.064
H  0.3648  1.0341  1.1856  0.064
H  -1.6174  -2.1127  -0.4254  -0.064
H  -3.0220  0.3266  -0.2674  0.023
H  -1.6911  0.2625  -1.4457  0.039
H  -1.5412  1.2319  0.0322  0.017

***

--- x ---
This record from OMol25 describes an isolated molecule of C4H7OP. The level of theory is the ωB97M-V functional and the def2-TZVPD basis.

- gap between HOMO and LUMO (alpha / beta) (eV) = 8.1 / 8.1
- E_LUMO (alpha / beta) (eV) = -0.846 / -0.274
- HOMO (alpha / beta) (eV) = -8.971 / -8.390

Last column: Löwdin charge in e.
Positions of all 13 atoms, in Å:
C  -1.4067  -0.8147  -0.1306  -0.265
C  -0.6817  -1.8938  -0.2200  0.078
C  -0.8986  0.6312  0.0436  -0.246
C  0.5434  1.0098  -0.3944  -0.362
O  3.2514  0.0075  -0.1175  -0.456
P  1.8619  -0.0768  0.3485  0.756
H  -2.4035  -0.9480  0.1063  0.066
H  -0.8065  -3.0295  -0.3619  0.066
H  -1.5856  1.1787  -0.6518  0.118
H  -1.0022  0.6708  1.1692  0.119
H  0.5728  0.8760  -1.4202  0.051
H  0.9141  1.9676  -0.1655  0.058
H  1.6412  0.4211  1.7944  0.016

***

Stability comparison, relative energies in hartree: w 0.0000; x 0.1119

***

--- w ---
This record from OMol25 describes an isolated molecule of C4H6ClF. The level of theory is the ωB97M-V functional and the def2-TZVPD basis.

- gap between HOMO and LUMO (eV) = 11.0
- SMILES string = FC[C@@H]1C[C@@H]1Cl
- E_LUMO (eV) = 0.906
- HOMO (eV) = -10.128

Last column: Löwdin charge in e.
Positions of all 12 atoms, in Å:
F  -1.9235  -1.0816  0.3315  -0.049
C  -1.4374  -0.0739  -0.5105  -0.219
C  -0.6525  0.8876  0.2713  -0.304
C  0.3434  1.8793  -0.2971  -0.070
C  0.8464  0.6584  0.4631  -0.564
Cl  1.4496  -0.9821  -0.1158  0.551
H  -0.7811  -0.5162  -1.1576  0.046
H  -2.2585  0.3171  -1.1251  0.133
H  -1.1382  1.2597  1.1848  0.145
H  0.3390  2.7685  0.3233  0.110
H  0.5644  1.8508  -1.3331  0.099
H  1.3439  0.6415  1.5317  0.122

***

--- x ---
This record from OMol25 describes an isolated molecule of C4H6ClF. The level of theory is the ωB97M-V functional and the def2-TZVPD basis.

- gap between HOMO and LUMO (eV) = 10.2
- SMILES string = C/C=C(\Cl)CF
- E_LUMO (eV) = 0.837
- HOMO (eV) = -9.356

Last column: Löwdin charge in e.
Positions of all 12 atoms, in Å:
C  -1.7216  0.0853  -0.8612  -0.113
C  -0.5341  -0.0476  -0.0189  -0.182
C  0.7639  0.3111  -0.1417  -0.646
Cl  1.4146  1.5135  -1.2755  0.636
C  1.6854  -0.2275  0.8687  -0.193
F  1.1358  -1.3857  1.5725  -0.097
H  -2.5061  0.4875  -0.1840  0.087
H  -1.7075  0.9174  -1.5296  0.057
H  -2.1963  -0.8350  -1.2171  0.089
H  -0.8450  -0.7500  0.8148  0.135
H  2.5397  -0.5369  0.3065  0.099
H  1.9713  0.4679  1.6656  0.127

***

Stability comparison, relative energies in hartree: w 0.0156; x 0.0000

***

--- w ---
This record from OMol25 describes a structure of composition C21H56AsF6O21S7. The level of theory is the ωB97M-V functional and the def2-TZVPD basis.

- charge = -1
- gap between HOMO and LUMO (eV) = 11.0
- E_LUMO (eV) = 2.019
- HOMO (eV) = -8.943

Last column: Löwdin charge in e.
Positions of all 112 atoms, in Å:
As  -0.4231  -0.6793  -0.7502  0.764
F  -1.7449  -0.6116  -1.9009  -0.246
F  -1.4502  -0.2656  0.5857  -0.245
F  0.8823  -0.7856  0.4298  -0.258
F  0.6322  -1.2044  -2.0184  -0.235
F  -0.0529  0.9977  -1.0359  -0.235
F  -0.8218  -2.3606  -0.4398  -0.257
O  3.0079  -5.9464  -2.6995  -0.290
S  1.9121  -5.0653  -2.4014  0.599
O  1.3531  -4.2230  -3.4287  -0.287
O  0.7560  -5.9680  -1.7254  -0.272
C  -0.6121  -5.5249  -1.8809  -0.258
C  -1.2859  -5.7893  -0.5387  -0.050
C  2.2878  -4.0750  -0.9387  -0.096
H  -1.0641  -6.1291  -2.6680  0.121
H  -0.6741  -4.4718  -2.1504  0.100
H  -0.7298  -5.2453  0.2271  0.073
H  -1.1377  -6.8461  -0.3061  0.081
H  -2.3378  -5.5268  -0.5041  0.057
H  3.2757  -3.6228  -1.0155  0.057
H  2.4117  -4.8568  -0.1909  0.072
H  1.4679  -3.3726  -0.8351  0.040
O  5.1015  1.8911  -1.5490  -0.273
S  4.4698  0.6944  -2.0141  0.588
O  3.5482  0.7297  -3.1217  -0.286
O  5.6603  -0.3063  -2.4433  -0.265
C  5.2102  -1.4766  -3.1824  -0.263
C  6.2937  -2.5245  -3.0741  -0.068
C  3.8150  -0.1983  -0.6168  -0.101
H  5.1226  -1.1537  -4.2185  0.120
H  4.2446  -1.8473  -2.8472  0.103
H  6.4353  -2.8181  -2.0344  0.079
H  7.2418  -2.2402  -3.5310  0.078
H  6.0176  -3.4077  -3.6575  0.082
H  3.0569  0.3749  -0.0901  0.064
H  4.6998  -0.4704  -0.0491  0.078
H  3.2930  -1.0849  -0.9769  0.041
O  -6.4883  -1.9420  2.0670  -0.290
S  -5.1929  -1.9961  1.4402  0.615
O  -4.0911  -2.7068  2.0200  -0.280
O  -5.5283  -2.5864  -0.0345  -0.253
C  -4.4478  -2.5954  -0.9724  -0.284
C  -4.4268  -3.9672  -1.6231  -0.066
C  -4.7005  -0.3145  0.9905  -0.103
H  -3.4829  -2.4304  -0.4860  0.092
H  -4.5492  -1.8416  -1.7560  0.114
H  -5.3684  -4.1278  -2.1540  0.079
H  -4.4542  -4.7385  -0.8488  0.073
H  -3.5510  -4.1063  -2.2533  0.075
H  -5.4943  0.0406  0.3347  0.065
H  -3.7563  -0.3016  0.4567  0.036
H  -4.7031  0.2897  1.8942  0.073
O  0.3124  -4.3222  4.5487  -0.288
S  -0.1861  -2.9820  4.4158  0.607
O  -1.3439  -2.5297  5.1448  -0.286
O  1.0279  -1.9600  4.7506  -0.271
C  1.6011  -2.0868  6.0528  -0.295
C  2.8342  -1.2305  6.0730  -0.074
C  -0.3860  -2.5655  2.6852  -0.117
H  1.8317  -3.1170  6.3494  0.117
H  0.8590  -1.8095  6.8130  0.120
H  3.6376  -1.6308  5.4577  0.080
H  3.2633  -1.1703  7.0810  0.080
H  2.6198  -0.1850  5.8493  0.079
H  -1.2660  -3.1114  2.3429  0.067
H  0.4402  -2.9980  2.1261  0.064
H  -0.5003  -1.4962  2.5589  0.051
O  2.7491  3.8785  0.1589  -0.264
S  1.9329  4.6265  -0.7539  0.594
O  0.5798  4.9497  -0.3930  -0.291
O  2.7477  5.9806  -1.0598  -0.249
C  1.9968  7.1147  -1.5169  -0.268
C  2.9787  8.2519  -1.7254  -0.074
C  1.9725  3.8320  -2.3677  -0.089
H  1.2833  7.4169  -0.7532  0.120
H  1.5389  6.8764  -2.4778  0.115
H  3.5718  8.1045  -2.6296  0.076
H  3.6481  8.3995  -0.8781  0.082
H  2.4733  9.2115  -1.8565  0.077
H  1.5286  4.5776  -3.0309  0.060
H  1.3953  2.9131  -2.3294  0.063
H  3.0030  3.6979  -2.6845  0.066
O  -5.0287  0.9825  -2.1883  -0.297
S  -4.6584  1.7566  -3.3473  0.603
O  -5.6844  2.2737  -4.2087  -0.284
O  -3.7782  3.0211  -2.8745  -0.262
C  -2.6955  2.7532  -1.9535  -0.263
C  -2.4447  4.0096  -1.1581  -0.049
C  -3.4386  0.8800  -4.3568  -0.102
H  -1.8291  2.4535  -2.5446  0.110
H  -3.0199  1.9229  -1.3235  0.102
H  -1.7470  3.8796  -0.3315  0.048
H  -3.3535  4.3884  -0.6903  0.090
H  -1.9982  4.7799  -1.7882  0.081
H  -3.3242  1.5035  -5.2361  0.069
H  -3.8777  -0.0970  -4.5607  0.073
H  -2.5279  0.6621  -3.8030  0.045
O  -1.2051  4.5533  2.4396  -0.285
S  0.0114  3.8208  2.6827  0.605
O  1.2832  4.4916  2.7137  -0.277
O  -0.0355  3.0283  4.0928  -0.260
C  -1.2882  2.4797  4.5115  -0.277
C  -1.0437  1.2244  5.3313  -0.058
C  0.0798  2.4252  1.5637  -0.126
H  -2.0072  2.4154  3.6962  0.111
H  -1.7224  3.1742  5.2413  0.118
H  -1.8342  1.0011  6.0443  0.082
H  -0.1716  1.3828  5.9773  0.081
H  -0.7548  0.3529  4.7426  0.059
H  0.0427  2.8667  0.5716  0.018
H  -0.7727  1.7647  1.6847  0.057
H  1.0523  1.9477  1.6369  0.078

***

--- x ---
This record from OMol25 describes a structure of composition C21H56AsF6O21S7. The level of theory is the ωB97M-V functional and the def2-TZVPD basis.

- charge = -1
- gap between HOMO and LUMO (eV) = 10.9
- E_LUMO (eV) = 1.963
- HOMO (eV) = -8.940

Last column: Löwdin charge in e.
Positions of all 112 atoms, in Å:
As  -16.1034  6.8526  13.2062  0.709
F  -15.8818  5.4169  14.1184  -0.225
F  -17.6819  6.2641  12.7708  -0.240
F  -16.3794  8.2683  12.2469  -0.237
F  -14.5437  7.4388  13.6592  -0.238
F  -15.4222  6.0793  11.8207  -0.231
F  -16.8158  7.6573  14.5723  -0.243
O  -14.1619  11.8970  13.5096  -0.267
S  -14.5657  11.7550  14.8665  0.565
O  -13.9281  12.4881  15.9130  -0.277
O  -16.1097  12.1279  14.8934  -0.253
C  -16.7722  12.2116  16.1722  -0.253
C  -17.7296  11.0554  16.3302  -0.072
C  -14.6559  10.0608  15.2934  -0.135
H  -17.3298  13.1465  16.1555  0.120
H  -16.0538  12.2409  16.9890  0.115
H  -18.2600  10.8729  15.3967  0.086
H  -18.4844  11.3025  17.0844  0.079
H  -17.2513  10.1533  16.7120  0.058
H  -14.9112  9.9673  16.3478  0.055
H  -13.7030  9.5703  15.1031  0.081
H  -15.4182  9.5751  14.6927  0.050
O  -22.8367  6.8434  10.4547  -0.275
S  -22.5691  5.5012  10.0569  0.568
O  -23.2171  4.8910  8.9496  -0.272
O  -21.0285  5.3896  9.7420  -0.238
C  -20.1174  5.9380  10.6924  -0.285
C  -19.6939  7.3715  10.4283  -0.058
C  -22.7121  4.4508  11.4955  -0.099
H  -19.2495  5.2813  10.7247  0.114
H  -20.5414  5.9195  11.7057  0.092
H  -20.5303  8.0489  10.5836  0.073
H  -19.3491  7.4428  9.3930  0.078
H  -18.8346  7.6090  11.0555  0.057
H  -21.8148  3.8358  11.5580  0.055
H  -23.5667  3.7992  11.3352  0.070
H  -22.8226  5.0873  12.3674  0.040
O  -19.5412  2.5870  11.2807  -0.270
S  -18.7427  2.2509  12.4071  0.561
O  -18.7646  0.9509  13.0012  -0.278
O  -17.2521  2.5750  11.9779  -0.250
C  -16.1845  1.9285  12.7138  -0.259
C  -14.8862  2.5559  12.2783  -0.059
C  -19.0087  3.5026  13.6246  -0.116
H  -16.2232  0.8584  12.5238  0.117
H  -16.3227  2.0802  13.7888  0.118
H  -14.7961  3.6051  12.5229  0.055
H  -14.7650  2.3813  11.2050  0.085
H  -14.0884  1.9456  12.7159  0.079
H  -19.9468  3.3457  14.1462  0.075
H  -19.0174  4.4427  13.0810  0.038
H  -18.1267  3.4983  14.2623  0.070
O  -15.6839  8.5295  18.3205  -0.274
S  -14.6410  7.5613  18.2831  0.560
O  -13.3188  7.9256  18.6462  -0.270
O  -15.1036  6.3443  19.1965  -0.260
C  -14.1514  5.2864  19.3599  -0.257
C  -14.5157  4.4965  20.6352  -0.053
C  -14.5925  6.7122  16.7222  -0.112
H  -13.1549  5.6903  19.5266  0.114
H  -14.1473  4.6109  18.5053  0.116
H  -14.7359  3.4535  20.4304  0.070
H  -15.3942  4.9799  21.0694  0.077
H  -13.7683  4.6083  21.4195  0.071
H  -14.6282  7.4570  15.9331  0.024
H  -15.4604  6.0635  16.6805  0.081
H  -13.6291  6.2125  16.6566  0.053
O  -12.0255  4.2935  16.1027  -0.275
S  -11.1287  4.5371  15.0217  0.547
O  -9.7364  4.6800  15.2802  -0.275
O  -11.3755  3.3365  14.0233  -0.266
C  -10.5063  3.2495  12.8660  -0.247
C  -10.4320  1.7896  12.4381  -0.058
C  -11.6735  5.9235  14.0723  -0.109
H  -9.5357  3.6457  13.1589  0.109
H  -10.9132  3.8536  12.0523  0.121
H  -9.3895  1.5305  12.2469  0.075
H  -10.9682  1.5943  11.5104  0.073
H  -10.8341  1.1344  13.2065  0.082
H  -11.8060  6.7090  14.8144  0.073
H  -12.5415  5.6729  13.4740  0.069
H  -10.8268  6.2257  13.4569  0.077
O  -12.6957  9.2785  8.8178  -0.279
S  -13.9362  9.9209  8.5242  0.557
O  -14.0277  10.9115  7.5077  -0.279
O  -14.9820  8.8081  8.0852  -0.239
C  -15.3372  7.8736  9.1157  -0.294
C  -15.8920  6.5895  8.5137  -0.045
C  -14.6278  10.5682  10.0023  -0.122
H  -16.0778  8.2811  9.8115  0.092
H  -14.5120  7.6677  9.8041  0.110
H  -15.4112  6.3782  7.5617  0.080
H  -16.9714  6.6750  8.3917  0.067
H  -15.7276  5.7878  9.2326  0.068
H  -14.2632  11.5753  10.1652  0.079
H  -14.3673  9.9188  10.8361  0.068
H  -15.7092  10.5052  9.9030  0.078
O  -19.9699  5.5495  15.9291  -0.274
S  -20.8779  6.4196  15.2571  0.569
O  -21.8963  5.9744  14.3682  -0.268
O  -21.6157  7.2755  16.3719  -0.245
C  -21.1293  7.1848  17.7199  -0.277
C  -19.9975  8.1344  17.9778  -0.064
C  -19.9528  7.6742  14.4279  -0.098
H  -20.8575  6.1543  17.9512  0.111
H  -21.9811  7.3714  18.3770  0.122
H  -19.7398  8.1030  19.0370  0.087
H  -20.2560  9.1354  17.6414  0.081
H  -19.1096  7.7517  17.4688  0.076
H  -18.9829  7.7661  14.8994  0.045
H  -20.5515  8.5817  14.3976  0.083
H  -19.9134  7.3312  13.3944  0.045

***

Stability comparison, relative energies in hartree: w 0.0118; x 0.0000